1.
# C20H67N5O11

A 11-piece molecular cluster, C20H67N5O11 overall at a distorted geometry (wB97M-V/def2-TZVPD, the Open Molecules 2025 dataset).

Geometry as XYZ:
```
103
C20H67N5O11 (wB97M-V/def2-TZVPD)
N -0.44051 -3.00721 -1.99083
H -7.03618 -0.02681 3.68323
C -4.34528 3.73186 4.41380
H 3.71097 3.54861 -0.18071
H 0.80360 -0.02111 3.17031
H -4.63691 4.28050 5.30632
H -0.15616 2.35762 -0.80044
O -3.53959 1.44949 -0.45313
C 3.04741 -1.41578 -1.04707
H 4.59544 -4.22927 -1.92467
H -4.65543 -3.17283 2.84016
H -1.03560 -3.31972 -2.75054
H 0.98774 2.95722 -2.92761
H 2.13715 1.11312 2.76920
H -7.02562 4.04109 2.52018
C 1.30676 2.55576 -3.88819
O 3.80839 2.68063 -0.58407
C 6.41649 -2.27472 -3.73555
O 2.60425 0.10171 6.06567
H -4.12599 -3.94222 -1.03994
H -3.66257 4.33709 3.81991
C 3.15503 1.68924 -5.39559
H 6.33159 -1.22556 -4.03573
H -2.65359 1.37387 3.26644
C -1.00982 0.27612 2.39351
O -6.17730 1.24978 5.05368
H -4.17413 1.24597 0.24447
C -0.67153 1.51265 1.58740
H -0.33657 -0.71678 4.09965
H 6.19117 -2.89565 -4.60446
H 1.31264 1.45821 -1.05995
H 2.39288 0.46558 5.19006
C 5.45490 -2.53974 -2.60650
H 0.53508 1.83091 -4.16621
N 3.58004 3.07620 -3.36138
O -4.76107 -2.28914 2.46955
H 4.50920 2.65220 -3.36145
H -2.77245 -0.40056 3.62241
N -0.12487 0.11243 3.55734
H -3.92438 -2.11037 2.02339
H 0.71173 -2.94962 0.34541
H -0.02505 -1.38419 0.23477
H -0.36447 0.62299 -0.91200
H 3.70806 -2.85997 -3.88763
H 1.05898 -2.45846 6.31495
C 3.99597 -2.22437 -3.04961
H 0.38526 -3.58372 -1.91130
C 4.80465 0.27097 -6.33980
H -5.23670 2.38387 2.87446
H 5.72353 -4.56680 -2.99651
C -5.51400 3.16539 3.59057
H 3.44326 2.78604 -1.49977
H -3.07757 -1.94361 -0.11663
H -0.76993 -2.39130 1.28340
H -0.88337 -0.65716 1.82981
H 7.44309 -2.41683 -3.39488
O 2.86240 0.53257 3.04061
H -1.98293 -1.08951 -1.18759
C 0.33685 1.39977 -0.59140
H 4.66636 0.74046 -7.32482
H 2.49211 -1.63727 -0.13255
H -7.46220 2.38860 3.94563
H 3.99884 -1.05303 -0.64633
H -5.58031 4.58091 2.17346
H -5.43120 0.33784 3.19740
C -6.52891 2.49650 4.52570
N -6.16232 4.35099 2.97865
H 3.65366 3.92883 -3.90445
H 3.60358 0.80799 2.48864
C -0.25503 -2.45691 0.31274
H 2.45839 -0.60754 -1.50121
H 2.52051 0.95727 -5.91853
N 5.53329 -3.95402 -2.20865
H -0.56749 2.39361 2.22504
O 0.86458 -2.05884 5.46293
H -1.45576 -4.01249 -0.44054
C -1.20808 -2.97921 -0.72799
O 0.47080 1.18915 0.80790
H 2.77556 1.16794 -3.29542
H -3.15567 0.18033 2.09295
H 1.53794 -1.36186 5.37066
H -5.66285 -0.62257 4.64473
C -2.40779 -2.07941 -0.98088
O -3.18791 -2.38078 -2.10599
H 5.65887 -1.90978 -1.74067
O 3.12130 -2.48684 -1.94988
H -4.56753 -3.77606 -2.78123
H -3.82516 2.83888 4.78961
C 2.71997 2.02178 -3.97235
C -3.78278 -3.67104 -2.03976
H -3.13781 0.60088 -0.67247
H 4.03417 -0.51893 -6.41061
C -2.44630 0.36202 2.91418
H 3.89166 -1.16910 -3.33467
H 1.18402 3.40827 -4.56812
H -1.52626 1.65562 0.91280
H 5.78542 -0.16427 -6.19624
H 3.32327 0.65095 6.39194
C -6.05064 0.22545 4.09021
H 3.23301 2.58303 -6.02991
O 4.42059 1.08131 -5.26764
H -3.00590 -4.39743 -2.30453
H -6.77501 3.20232 5.32077
```

The HOMO-LUMO gap comes out at 9.4 eV. The calculation puts the HOMO energy at -0.3298 Ha.

=====

2.
# C20H75N5O15

A 15-piece molecular cluster, C20H75N5O15 overall at a distorted geometry (wB97M-V/def2-TZVPD, the Open Molecules 2025 dataset).

Geometry as XYZ:
```
115
C20H75N5O15 (wB97M-V/def2-TZVPD)
O 6.11167 -2.97979 25.35263
C 3.03921 6.11204 28.54973
H 4.09380 6.38849 28.66173
O 3.83094 1.81280 30.69567
H -1.76757 -1.97267 27.35243
H 4.61365 9.71731 31.46534
H 3.07675 2.39191 30.86807
N -2.97484 -3.05872 25.14496
H 6.90864 -4.65963 23.41531
H 0.28972 3.54291 24.58277
H -1.34228 4.63665 26.51990
H -1.30599 -3.90082 25.98991
C -0.74765 -2.89265 24.14752
H 4.84754 -1.74259 26.38396
N -1.40178 7.43761 28.42302
H -1.66227 -0.90672 25.79835
H -3.31535 1.77210 24.23050
O 6.27230 4.27555 27.62523
H 0.30643 -3.19050 24.16007
H 7.27616 -2.26707 23.64675
H 3.66224 0.17653 29.86776
H 6.21633 2.43485 26.90381
H -2.24644 5.60179 28.72279
C 0.70195 -2.33017 27.52956
C 2.45158 2.24528 26.89087
H -2.96670 7.84747 30.60240
C 7.67562 -4.19435 24.03427
C -0.99633 3.61417 26.63646
N 2.85096 0.82510 26.93517
H -1.42915 7.39390 27.40365
H 4.22115 2.99487 25.96624
H 6.95748 1.22039 27.46990
H 0.41289 6.31797 29.66443
H 6.06112 0.45720 25.26282
H 8.76882 -6.03822 24.29466
H -3.38229 -2.17873 24.85002
H 2.78691 2.73921 24.83910
H -4.23209 7.72411 27.86112
H 1.78079 7.40492 31.50990
H 3.11362 9.36040 32.24334
H 0.80725 -3.35942 27.14145
H -2.29040 6.25028 30.93538
H -3.96650 6.34543 30.46850
O 6.30130 1.47087 26.81113
C -4.35869 5.99305 25.67641
O 3.37120 -0.69743 29.53465
N 8.03949 -2.90706 23.39343
C 0.92690 2.26017 26.74506
O 0.29873 4.18850 23.87430
C -2.99067 6.79881 30.30568
H 1.74813 -2.07384 27.68712
C -2.55308 6.64891 28.84119
C -3.71189 6.75242 27.86072
H -5.27740 6.51393 25.95297
O 3.68762 8.01571 30.79353
O -3.25126 1.86970 25.18849
H 6.67222 4.97595 27.09603
H 8.76756 -2.42058 23.92260
H 3.06236 5.47005 30.60334
H 2.31996 -0.22281 22.78665
O 5.66294 -0.05032 24.53241
H 0.68845 1.75832 25.79807
O 0.06070 -1.51350 26.60414
H 2.67803 2.66758 27.88066
C 2.39651 7.46320 30.60248
O 0.42692 3.58611 26.77498
C -1.32602 -1.76962 26.37364
H 9.64238 -4.69304 24.88446
H 2.52089 6.83039 27.91300
H 4.12787 -1.27755 29.66865
H 2.98429 5.11737 28.10225
C 3.14084 3.04754 25.82394
H 4.87048 -3.44584 26.86769
H 0.31426 5.04867 24.33127
H 3.22865 10.03030 30.51363
H 0.77309 7.33770 25.25398
H 1.14872 -1.01459 25.21699
H -3.50924 -3.34743 25.95543
C 7.04534 -4.02612 25.43117
H 9.53132 -4.96129 23.12302
H -1.30949 2.91505 25.86346
C 3.60754 9.33301 31.26801
C 8.98717 -4.98718 24.06089
H -1.22275 -3.39451 23.30972
H 2.44607 -0.17625 25.38301
O -3.33035 6.49017 26.51800
O 1.24068 6.69373 24.70847
H -1.39158 3.19850 27.57444
H 6.48516 -4.95257 25.62264
H -3.80093 1.16267 25.54480
H 6.17138 -2.35846 27.38645
H 1.11413 5.17389 28.93255
H 5.69661 -0.97217 24.81654
H 7.80786 -3.93395 26.21221
H -0.55345 -1.84197 23.88896
H 1.84393 8.20025 29.99810
H 2.13940 6.68076 25.05653
H 4.59247 2.28211 31.05360
H 0.18772 -2.42305 28.49222
H -4.53829 6.09938 28.17404
H -1.56444 8.43092 28.59236
C 5.49892 -2.59864 26.55316
H 2.89299 0.55474 27.91346
H 0.46749 1.66711 27.54230
H 3.83852 0.77354 26.67323
O 2.41401 0.37227 22.02276
C -1.53675 -2.98381 25.44602
H 2.90378 4.10934 25.91864
O 1.91857 -0.68093 24.71589
C 2.44738 6.09026 29.94251
H 5.84201 4.73353 28.35633
H -4.42289 4.90458 25.79663
H -4.07504 6.10935 24.63195
N 1.05020 5.54771 29.88101
H 2.12766 1.22918 22.35214
```

The HOMO-LUMO gap comes out at 8.8 eV. The calculation puts the HOMO energy at -0.3308 Ha.

=====

Computed E (Ha) in order:
-1903.4767, -2209.2541
Computed relative energy (zero: lowest compared OMol25 entry of this formula, charge and spin) (kcal per mole) in order:
48.8, 1.0